[1]
A 2-piece molecular cluster, C7H16N overall, computed with ωB97M-V/def2-TZVPD.

Atoms and positions in Å:
C -2.935 1.158 -0.261
C -1.718 1.414 0.601
N -0.470 1.064 -0.131
C 0.780 1.216 0.631
H -3.055 0.097 -0.448
H -3.835 1.463 0.275
H -2.864 1.682 -1.210
H -1.637 2.463 0.899
H -1.731 0.800 1.501
H -0.409 1.643 -0.967
H -0.440 0.079 -0.499
H 0.902 2.240 0.978
H 1.559 0.971 -0.086
H 0.779 0.502 1.444
C 0.521 -1.123 -1.798
C 0.873 -1.590 -0.514
C 2.142 -1.540 0.079
C 2.481 -2.282 1.180
H 1.270 -0.780 -2.499
H -0.444 -1.345 -2.239
H 0.159 -2.187 0.049
H 2.884 -0.838 -0.305
H 3.443 -2.194 1.660
H 1.748 -2.917 1.658

Computed properties:
Kohn-Sham gap (spin up / spin down), eV: 4.16 / 6.95
Spin multiplicity: 2
LUMO energy (spin up / spin down), eV: 0.30 / 0.26
ΔE to the lowest compared entry with this formula, charge and spin, kcal/mol: 56.3

---

[2]
A 2-piece molecular cluster, C7H16N overall in a non-equilibrium geometry, computed with ωB97M-V/def2-TZVPD.

Atoms and positions in Å:
C 0.392 2.557 -0.779
C 0.705 1.407 -1.387
C 0.785 0.557 -2.574
C -1.825 -0.427 -0.059
C -0.578 -2.443 0.910
C 0.611 -0.233 0.666
C -0.723 -0.907 0.956
N 1.173 0.645 1.901
H 0.180 2.757 0.267
H 0.394 3.357 -1.457
H 0.126 -0.248 -2.559
H 0.510 1.185 -3.481
H 1.851 0.230 -2.658
H -1.691 -0.760 -1.088
H -1.958 0.616 -0.263
H -2.751 -0.791 0.290
H 0.324 -2.444 1.574
H -1.381 -2.990 1.174
H -0.247 -2.756 -0.089
H 1.344 -1.017 0.412
H -1.024 -0.771 1.996
H 1.368 -0.152 2.489
H 0.569 1.414 2.337
H 1.845 1.213 1.422

Computed properties:
Net charge: +1
Kohn-Sham gap (spin up / spin down), eV: 7.99 / 8.73
LUMO energy (spin up / spin down), eV: -4.15 / -3.84
ΔE to the lowest compared entry with this formula, charge and spin, kcal/mol: 136.7

---

[3]
A 2-piece molecular cluster, C7H16N overall in a non-equilibrium geometry, computed with ωB97M-V/def2-TZVPD.

Atoms and positions in Å:
C 0.689 -1.270 2.655
C 0.056 -1.697 1.606
C 0.039 0.484 -2.187
C 1.855 0.911 -0.534
C -1.836 -0.765 -0.311
C 0.680 -0.072 -0.939
C -0.439 -0.231 0.100
N -0.711 1.003 0.981
H 0.830 -1.773 3.530
H 1.011 -0.241 2.814
H -0.560 -2.501 1.508
H 0.637 0.336 -3.119
H -0.839 -0.161 -2.433
H -0.149 1.495 -2.153
H 2.466 0.728 0.395
H 2.518 1.053 -1.525
H 1.555 1.875 -0.310
H -2.385 -0.982 0.565
H -1.469 -1.632 -0.862
H -2.201 0.016 -0.899
H 1.208 -0.973 -1.252
H -1.764 1.088 1.112
H -0.201 1.858 0.592
H -0.318 0.730 1.901

Computed properties:
Net charge: +1
Kohn-Sham gap, eV: 10.36
LUMO energy, eV: -3.29
ΔE to the lowest compared entry with this formula, charge and spin, kcal/mol: 102.7

---

[4]
An isolated molecule of C7H16N2 in a non-equilibrium geometry, computed with ωB97M-V/def2-TZVPD.

Atoms and positions in Å:
C -1.044 -0.186 -0.657
C -0.057 0.916 2.072
C 0.917 1.902 0.067
C 1.486 -0.210 -2.229
C -2.376 -0.750 -0.318
C 0.190 -1.768 0.926
N 0.125 0.825 0.634
C 0.226 -0.685 -0.148
N 1.157 -1.019 -1.088
H -0.977 0.454 -1.529
H -0.886 0.290 2.396
H 0.839 0.596 2.621
H 0.630 2.854 0.520
H 1.991 1.751 0.235
H 0.754 1.974 -1.006
H -0.280 1.948 2.357
H 2.436 0.328 -2.076
H 0.766 0.560 -2.560
H 1.630 -0.862 -3.097
H -2.392 -1.815 -0.574
H -3.186 -0.247 -0.845
H -2.573 -0.699 0.756
H -0.638 -1.693 1.629
H 0.140 -2.734 0.426
H 1.123 -1.730 1.488

Computed properties:
Kohn-Sham gap (spin up / spin down), eV: 6.85 / 6.85
LUMO energy (spin up / spin down), eV: 0.22 / 0.22
ΔE to the lowest compared entry with this formula, charge and spin, kcal/mol: 120.2

---

[5]
An isolated molecule of C7H16N2 in a non-equilibrium geometry, computed with ωB97M-V/def2-TZVPD.

Atoms and positions in Å:
C 2.016 -2.432 1.642
C 0.809 -1.939 1.883
C -0.381 -1.031 0.849
N -1.373 -0.483 1.665
C 0.638 -0.147 0.290
C -0.191 0.992 -0.852
C 0.044 0.435 -2.255
C -1.657 1.374 -0.707
N 0.557 2.226 -0.604
H 2.517 -2.135 0.725
H 2.487 -3.153 2.300
H 0.357 -2.250 2.825
H -0.762 -1.785 0.159
H -2.320 -0.537 1.319
H -1.153 0.452 2.005
H 1.411 -0.653 -0.276
H 1.097 0.511 1.020
H -0.205 1.173 -3.027
H 1.094 0.177 -2.411
H -0.552 -0.464 -2.416
H -1.964 2.084 -1.487
H -2.325 0.524 -0.827
H -1.854 1.915 0.218
H 0.188 3.015 -1.131
H 1.521 2.133 -0.908

Computed properties:
SMILES string: C=C[C@@H](N)CC(C)(C)N
Kohn-Sham gap, eV: 9.06
LUMO energy, eV: 0.88
ΔE to the lowest compared entry with this formula, charge and spin, kcal/mol: 72.0

---

[6]
An isolated molecule of C7H16N2O in a non-equilibrium geometry, computed with ωB97M-V/def2-TZVPD.

Atoms and positions in Å:
C 3.431 -0.060 1.682
C 2.321 0.276 0.646
C 1.739 1.659 0.948
N 1.265 -0.750 0.767
N 0.244 -0.826 -0.243
C -1.082 -0.590 0.007
O -1.365 -0.127 1.107
C -2.095 -0.775 -1.106
C -3.536 -0.762 -0.562
C -1.876 0.346 -2.132
H 3.040 -0.340 2.676
H 3.949 -0.952 1.350
H 4.166 0.762 1.781
H 2.756 0.244 -0.383
H 0.820 1.837 0.338
H 2.451 2.467 0.676
H 1.495 1.749 1.982
H 0.870 -0.774 1.719
H 0.446 -1.344 -1.084
H -1.875 -1.715 -1.584
H -3.694 0.080 0.113
H -4.189 -0.639 -1.432
H -3.797 -1.702 -0.072
H -2.571 0.254 -2.962
H -2.033 1.357 -1.712
H -0.879 0.323 -2.520

Computed properties:
SMILES string: CC(C)NNC(=O)C(C)C
Kohn-Sham gap, eV: 9.44
LUMO energy, eV: 0.95
ΔE to the lowest compared entry with this formula, charge and spin, kcal/mol: 34.8

---

[7]
An isolated molecule of C7H16N2O2 in a non-equilibrium geometry, computed with ωB97M-V/def2-TZVPD.

Atoms and positions in Å:
C -3.711 -0.504 -0.745
C -2.303 -0.053 -0.324
C -2.219 0.891 0.838
N -1.726 -1.289 -0.009
N -0.562 -1.513 0.158
O 0.020 -2.460 0.482
O 0.274 -0.137 -0.225
C 1.639 -0.296 -0.040
C 2.244 -1.264 -1.033
C 2.242 1.077 -0.446
C 2.164 -0.482 1.386
H -3.906 -1.210 0.049
H -4.535 0.337 -0.759
H -3.745 -0.986 -1.818
H -1.641 0.278 -1.106
H -2.172 0.322 1.727
H -3.033 1.558 1.068
H -1.376 1.452 0.700
H 1.797 -2.193 -0.909
H 2.163 -0.927 -1.975
H 3.328 -1.506 -0.902
H 3.239 0.894 -0.501
H 1.892 1.957 0.152
H 2.034 1.400 -1.389
H 1.446 0.106 2.184
H 2.153 -1.576 1.810
H 3.114 -0.147 1.549

Computed properties:
SMILES string: CC(C)/N=[N+](/[O-])OC(C)(C)C
Kohn-Sham gap, eV: 10.64
LUMO energy, eV: 0.74
ΔE to the lowest compared entry with this formula, charge and spin, kcal/mol: 146.7

---

[8]
A 2-piece molecular cluster, C7H16N2O4S overall in a non-equilibrium geometry, computed with ωB97M-V/def2-TZVPD.

Atoms and positions in Å:
C -0.900 0.651 1.021
C 0.552 -1.749 2.574
C -0.971 -1.343 4.411
C 1.724 0.274 -3.938
C 1.643 2.659 -3.337
C -0.413 -0.810 3.105
C -1.441 -0.406 2.090
N 1.483 1.295 -2.985
N -2.532 -0.910 1.784
O -1.815 0.933 0.023
O 0.150 1.164 1.112
O 0.244 -0.177 -1.300
O -1.071 0.601 -3.283
S 0.070 1.045 -2.047
H 1.460 -1.860 3.330
H 0.154 -2.646 2.378
H 0.865 -1.271 1.703
H -1.817 -0.617 4.636
H -0.173 -1.529 5.090
H -1.348 -2.401 4.084
H 2.712 0.315 -4.323
H 1.681 -0.669 -3.385
H 1.186 0.224 -4.822
H 2.665 2.949 -3.550
H 1.097 2.836 -4.217
H 1.206 3.166 -2.511
H 0.158 0.081 3.240
H -2.860 -1.728 2.276
H -1.101 -0.401 -3.368
H -2.607 0.325 0.209

Computed properties:
Kohn-Sham gap (spin up / spin down), eV: 6.74 / 5.86
Spin multiplicity: 3
LUMO energy (spin up / spin down), eV: 0.82 / -3.42

---

[9]
A 2-piece molecular cluster, C7H16N3 overall in a non-equilibrium geometry, computed with ωB97M-V/def2-TZVPD.

Atoms and positions in Å:
C -0.306 -1.150 -1.620
C 0.383 0.114 -2.140
C -1.562 -0.623 -0.884
C -2.834 -1.091 -0.801
C -2.506 0.564 0.719
N -1.349 0.296 0.169
N -3.500 -0.255 0.184
H -0.836 -1.866 -2.357
H 0.453 -1.654 -0.902
H -0.136 0.700 -3.003
H -3.436 -1.618 -1.449
H -2.712 1.274 1.489
H -4.440 -0.590 0.734
H 1.411 -0.044 -2.200
H 0.141 0.998 -1.436
C 2.328 0.163 1.661
C 2.836 1.228 0.691
N 0.724 -0.086 1.389
H 2.882 -0.807 1.686
H 2.511 0.471 2.765
H 3.832 0.823 0.289
H 3.055 2.170 1.108
H 0.494 -0.993 1.145
H 0.192 0.015 2.295
H 0.207 0.564 0.733
H 2.168 1.399 -0.264

Computed properties:
Net charge: +1
Kohn-Sham gap, eV: 9.83
LUMO energy, eV: -2.84
ΔE to the lowest compared entry with this formula, charge and spin, kcal/mol: 67.6

---

[10]
An isolated ion of composition C7H16N3 and charge +1 in a non-equilibrium geometry, computed with ωB97M-V/def2-TZVPD.

Atoms and positions in Å:
H -2.996 0.992 -1.842
N -2.302 0.800 -1.155
C -2.259 -0.402 -0.816
C -1.312 -0.673 0.292
C -1.814 -0.278 1.631
C 0.137 0.033 0.021
N 0.029 1.339 -0.199
C 0.985 2.394 -0.255
N 1.246 -0.675 0.023
C 1.059 -2.092 -0.394
C 2.606 -0.144 0.055
H -3.100 -1.186 -1.070
H -1.244 -1.731 0.326
H -1.757 0.685 1.931
H -1.311 -0.929 2.349
H -2.822 -0.417 1.609
H -1.014 1.546 -0.600
H 1.889 2.235 0.284
H 0.614 3.340 0.346
H 1.195 2.620 -1.275
H 2.140 -2.598 -0.389
H 0.384 -2.465 0.293
H 0.786 -2.221 -1.370
H 2.806 0.374 -0.893
H 2.857 0.399 0.959
H 3.196 -0.946 0.139

Computed properties:
Net charge: +1
SMILES string: [H]/N=C/[C@H](C)/C(=[NH+]/C)N(C)C
Kohn-Sham gap, eV: 10.37
LUMO energy, eV: -2.94
ΔE to the lowest compared entry with this formula, charge and spin, kcal/mol: 74.4

---

[11]
An isolated ion of composition C7H16N4O3P and charge +1, computed with ωB97M-V/def2-TZVPD.

Atoms and positions in Å:
C -0.769 2.212 3.012
C -1.978 2.354 2.111
O -2.419 1.120 1.547
C -1.488 0.484 0.723
C -2.298 -0.449 -0.171
O -1.565 -1.637 -0.542
C -0.522 -1.446 -1.416
N 0.712 -1.930 -0.722
N 0.576 -2.802 0.275
N 1.727 -3.132 0.763
N 2.639 -2.497 0.084
C 2.028 -1.733 -0.848
P 3.103 -0.803 -2.048
C 1.906 0.357 -2.799
O 3.776 0.113 -0.862
H -0.559 3.172 3.482
H 0.130 1.917 2.469
H -0.961 1.487 3.803
H -1.786 3.071 1.304
H -2.828 2.721 2.679
H -0.761 -0.107 1.299
H -0.927 1.226 0.135
H -2.658 0.049 -1.072
H -3.165 -0.798 0.381
H -0.651 -2.055 -2.312
H -0.343 -0.407 -1.677
H -0.332 -3.125 0.596
H 1.355 0.966 -2.083
H 2.507 1.019 -3.422
H 1.230 -0.172 -3.474
H 4.319 0.826 -1.216

Computed properties:
Net charge: +1
Kohn-Sham gap, eV: 8.86
LUMO energy, eV: -4.22
ΔE to the lowest compared entry with this formula, charge and spin, kcal/mol: 80.6

---

[12]
A 2-piece molecular cluster, C7H16N5O overall in a non-equilibrium geometry, computed with ωB97M-V/def2-TZVPD.

Atoms and positions in Å:
C 0.652 -0.723 0.339
C 0.937 0.601 0.085
C -0.574 -1.312 -0.148
C 2.757 -0.668 1.344
C -0.765 -2.739 -0.070
C 1.928 1.468 2.346
C -3.226 1.221 -2.242
N 1.537 -1.346 1.186
N -3.411 -0.076 -2.214
N -2.168 1.883 -1.867
N 0.459 1.535 -0.573
N 2.301 0.792 1.135
O -1.312 -0.573 -0.851
H 3.276 -0.823 2.307
H 3.636 -0.918 0.663
H -1.883 -2.976 -0.063
H -0.206 -3.079 0.827
H -0.441 -3.279 -0.999
H 0.980 1.987 2.150
H 1.739 0.605 3.048
H 2.757 2.138 2.547
H -3.906 1.585 -2.942
H 1.128 -2.056 1.927
H -4.278 -0.436 -2.541
H -2.767 -0.611 -1.570
H -1.276 1.384 -1.354
H -1.978 2.827 -2.148
H 0.959 2.293 -1.082
H 3.145 1.295 0.760

Computed properties:
Net charge: +1
Kohn-Sham gap, eV: 7.88
LUMO energy, eV: -2.28
ΔE to the lowest compared entry with this formula, charge and spin, kcal/mol: 10.5

---

Number 3 is which compound?
C7H16N

---

What is the formula in the seventh record?
C7H16N2O2